Entry 1:
37
Properties=species:S:1:pos:R:3:forces:R:3 method="wB97M-V/def2-TZVPD" max_force_ev_per_a=0.7 homo_lumo_gap_ev=8.81 lumo_ev=-1.11 total_charge=0 molar_mass_g_mol=644.40 e_tot_ev=-213337.22771 homo_energy_ha=-0.3647
Mg 0.280 -0.092 -0.725 -0.03 -0.60 -0.33
O -1.493 2.259 2.236 0.01 0.01 0.08
C -0.719 1.643 1.375 0.05 -0.12 -0.22
O -1.108 1.234 0.288 -0.05 0.31 0.26
C 0.704 1.435 1.786 0.07 -0.03 -0.03
C 1.355 1.860 2.923 -0.02 0.00 -0.03
C 2.702 1.505 3.047 0.00 0.00 0.01
C 3.333 0.757 2.066 0.01 0.00 0.00
C 2.590 0.371 0.954 -0.03 -0.04 -0.02
N 1.326 0.721 0.856 -0.11 0.22 0.18
C 3.074 -0.442 -0.259 0.03 0.11 -0.05
O 4.245 -0.759 -0.309 -0.02 -0.02 0.02
O 2.142 -0.650 -1.125 0.15 -0.02 0.12
H -2.407 2.234 1.907 0.01 0.00 -0.02
H 0.848 2.440 3.681 -0.01 -0.01 0.00
H 3.254 1.818 3.923 0.00 0.00 0.00
H 4.372 0.467 2.137 0.00 0.00 -0.01
F -2.129 -3.685 2.367 0.03 0.02 0.01
C -2.371 -3.393 1.094 -0.04 0.03 -0.02
F -1.608 -4.147 0.321 0.01 0.00 -0.04
F -3.648 -3.626 0.824 -0.06 -0.03 0.02
S -2.012 -1.594 0.819 0.19 0.15 0.13
O -0.557 -1.569 0.645 -0.10 0.18 -0.07
O -2.568 -0.916 1.945 0.06 0.00 0.03
N -2.750 -1.149 -0.488 -0.11 -0.35 -0.03
S -2.194 -1.563 -1.900 0.23 0.27 -0.34
O -0.863 -0.987 -2.169 -0.23 0.04 0.34
O -2.385 -2.920 -2.282 0.00 -0.02 -0.08
C -3.294 -0.519 -2.947 0.01 -0.05 -0.01
F -3.112 0.768 -2.659 -0.02 0.01 0.02
F -2.974 -0.728 -4.220 0.00 0.00 0.05
F -4.564 -0.841 -2.753 -0.01 0.01 0.00
Br 0.685 2.115 -2.559 -0.03 -0.06 0.01
C 2.598 1.906 -2.807 0.01 -0.02 -0.02
Br 3.600 2.916 -1.525 0.03 0.02 0.06
H 2.830 2.276 -3.796 -0.02 -0.01 0.00
H 2.820 0.854 -2.671 -0.02 -0.01 -0.01

=====

Entry 2:
22
Properties=species:S:1:pos:R:3:forces:R:3 method="wB97M-V/def2-TZVPD" max_force_ev_per_a=0.2 homo_lumo_gap_ev=8.07 relative_energy_kcal_mol=0.0 lumo_ev=-1.89 total_charge=0 molar_mass_g_mol=336.06 e_tot_ev=-29474.76126 smiles="O=C(F)CC1=C(CC(=O)I)C(=O)C=CC1=O" homo_energy_ha=-0.3661
O -0.823 3.196 -1.404 -0.14 0.01 0.03
C -1.381 2.166 -1.251 0.04 0.01 0.08
F -2.680 2.127 -0.900 0.23 -0.02 -0.07
C -0.744 0.801 -1.407 0.08 0.00 -0.20
C -0.540 0.076 -0.104 0.08 0.07 0.05
C 0.672 -0.181 0.405 0.00 0.05 0.02
C 1.970 0.200 -0.251 0.08 -0.08 0.21
C 2.249 -0.402 -1.610 -0.17 0.12 -0.07
O 2.848 0.126 -2.476 0.09 0.02 -0.05
I 1.476 -2.406 -1.915 0.02 -0.10 0.04
C 0.801 -0.902 1.718 -0.10 0.03 -0.10
O 1.885 -1.243 2.130 0.14 0.00 0.08
C -0.428 -1.170 2.497 -0.14 -0.05 0.06
C -1.627 -0.959 1.967 -0.04 -0.02 -0.05
C -1.760 -0.463 0.576 0.13 0.02 0.03
O -2.812 -0.526 -0.012 -0.18 -0.03 -0.08
H -1.331 0.184 -2.093 -0.12 0.09 0.15
H 0.213 1.021 -1.877 -0.08 -0.13 0.00
H 2.081 1.284 -0.345 -0.01 -0.08 -0.05
H 2.785 -0.169 0.383 -0.07 0.07 0.01
H -0.300 -1.578 3.493 0.09 0.02 -0.08
H -2.556 -1.184 2.479 0.07 0.00 -0.03

=====

Entry 3:
24
Properties=species:S:1:pos:R:3:forces:R:3 method="wB97M-V/def2-TZVPD" max_force_ev_per_a=12.9 homo_lumo_gap_ev="8.45 / 4.28" relative_energy_kcal_mol=62.0 lumo_ev="-13.23 / -14.76" total_charge=+3 molar_mass_g_mol=323.07 e_tot_ev=-24692.06961 homo_energy_ha="-0.7970 / -0.7000"
O -3.843 -0.220 -1.151 5.21 0.30 1.56
C -2.736 -0.156 -0.820 -5.17 -0.30 -1.55
Y -0.079 -0.005 -0.024 -1.72 -0.09 -0.52
O -0.667 2.398 2.138 0.94 -4.71 -4.34
C -0.492 1.538 1.350 -2.15 9.29 8.38
C 0.492 -1.538 -1.351 3.79 -9.20 -7.90
O 0.869 -2.386 -2.079 -2.09 4.65 4.00
C 0.365 1.437 -1.494 3.07 8.79 -8.87
O 0.672 2.241 -2.303 -1.74 -4.51 4.54
C -0.365 -1.437 1.494 -1.39 -8.68 9.35
O -0.470 -2.230 2.362 0.57 4.42 -4.86
N 6.216 0.356 1.858 2.01 0.12 0.61
C 5.014 0.287 1.499 -4.82 -0.28 -1.45
C 3.894 0.331 2.422 0.93 0.13 1.12
C 2.600 0.252 1.981 -1.10 0.08 1.33
N 2.278 0.130 0.682 -0.12 -0.01 -0.03
C 3.268 0.083 -0.225 -0.17 -0.16 -1.73
C 4.593 0.154 0.116 1.39 0.01 -0.40
H 6.504 0.447 2.802 0.18 0.13 1.44
H 6.981 0.325 1.228 0.95 -0.07 -1.11
H 4.116 0.431 3.490 -0.27 -0.03 -0.29
H 1.738 0.290 2.731 1.44 -0.05 -1.06
H 2.966 -0.021 -1.323 0.61 0.17 1.68
H 5.371 0.111 -0.653 -0.38 0.00 0.09

=====

Entry 4:
31
Properties=species:S:1:pos:R:3:forces:R:3 method="wB97M-V/def2-TZVPD" max_force_ev_per_a=4.0 homo_lumo_gap_ev="4.80 / 4.78" lumo_ev="3.56 / 3.56" total_charge=-2 molar_mass_g_mol=820.92 multiplicity=4 e_tot_ev=-361726.12676 homo_energy_ha="-0.0455 / -0.0448"
Cr 0.340 -0.276 -2.069 1.08 2.64 1.70
S 4.139 2.462 -3.132 0.02 -0.05 0.01
As 2.406 1.693 -2.224 0.22 0.17 -0.06
S 2.526 -0.551 -1.860 1.04 0.45 0.03
S 0.686 1.385 -3.599 0.36 0.85 -0.22
S 1.618 2.745 -0.545 0.18 -0.02 0.05
Se -0.576 -1.446 -3.731 -2.02 -1.03 -3.03
Se -1.167 -3.046 -5.272 0.43 -0.06 0.00
Te -1.514 -4.622 -1.356 0.15 -0.07 -0.05
Se -0.613 -2.269 -1.565 -1.76 -3.17 1.77
N -0.970 0.770 1.988 -0.04 -0.04 0.00
C 0.085 0.016 2.475 -0.02 0.07 -0.01
C 0.492 -0.293 3.767 -0.04 0.01 -0.03
C 1.602 -1.107 3.888 0.03 -0.01 -0.06
C 2.262 -1.611 2.756 -0.07 -0.01 0.02
C 1.842 -1.314 1.474 0.04 -0.05 0.02
C 0.744 -0.468 1.338 0.04 0.00 -0.02
N 0.086 -0.015 0.204 0.39 -0.10 -0.12
C -0.913 0.684 0.630 -0.35 0.22 0.00
C -1.881 1.232 -0.310 0.25 0.00 0.05
C -2.912 2.092 -0.124 -0.06 0.02 0.10
S -3.711 2.347 -1.613 -0.05 -0.05 -0.08
C -2.612 1.281 -2.385 -0.13 0.02 -0.05
N -1.720 0.790 -1.596 0.15 -0.08 -0.07
H -1.711 1.190 2.517 0.03 0.01 0.02
H -0.044 0.069 4.635 0.03 0.04 0.01
H 1.963 -1.368 4.875 -0.01 -0.02 0.00
H 3.114 -2.266 2.887 0.01 0.01 0.03
H 2.331 -1.720 0.601 0.00 0.11 -0.02
H -3.221 2.588 0.780 0.01 0.02 0.01
H -2.673 1.029 -3.434 0.08 0.08 -0.01

=====

Entry 5:
20
Properties=species:S:1:pos:R:3:forces:R:3 method="wB97M-V/def2-TZVPD" max_force_ev_per_a=3.7 homo_lumo_gap_ev=8.89 relative_energy_kcal_mol=64.5 lumo_ev=0.25 total_charge=0 molar_mass_g_mol=194.62 e_tot_ev=-27097.04453 smiles="O=C=C1[C@@H]2C(CC(=O)Cl)=CC=C[C@H]12" homo_energy_ha=-0.3177
C 2.046 0.246 -1.007 -2.04 0.30 -2.14
C 3.001 0.315 -0.195 2.00 0.18 0.55
C 0.721 -1.846 -0.529 -0.15 -0.83 -0.34
C 0.225 -1.654 0.708 -0.67 -1.19 0.02
C 1.006 -0.716 -1.423 0.31 -2.01 -2.76
C -0.192 -0.366 1.140 -0.08 1.44 1.51
C 0.645 0.670 -0.981 -2.52 1.04 -0.78
C -0.040 0.715 0.353 -0.68 0.32 -0.28
C 0.677 2.690 1.630 -3.50 -0.94 -0.58
C -0.504 2.087 0.718 2.43 2.36 -1.48
O 3.994 0.431 0.370 0.95 0.00 1.07
O 0.615 2.762 2.808 0.50 0.09 0.25
Cl 1.939 3.200 0.640 1.96 0.81 -0.60
H 0.907 -2.817 -1.031 -0.28 0.46 0.93
H -0.127 -2.418 1.416 0.76 -0.28 -0.75
H 0.978 -1.045 -2.589 0.12 1.21 2.81
H -0.602 -0.271 2.210 0.45 0.00 -1.90
H 0.160 1.384 -1.798 1.53 -1.34 1.73
H -0.498 2.719 -0.278 -0.14 -1.07 2.04
H -1.416 2.293 1.213 -0.93 -0.54 0.69

=====

Entry 6:
27
Properties=species:S:1:pos:R:3:forces:R:3 method="wB97M-V/def2-TZVPD" max_force_ev_per_a=7.3 homo_lumo_gap_ev="6.22 / 7.74" relative_energy_kcal_mol=26.5 lumo_ev="-14.02 / -12.50" total_charge=+3 molar_mass_g_mol=422.43 multiplicity=8 e_tot_ev=-48043.17648 homo_energy_ha="-0.7439 / -0.7441"
O -0.900 0.109 -4.571 2.28 -0.29 2.89
C -0.212 0.022 -3.655 -2.26 0.29 -2.73
Gd 1.018 -0.120 0.954 1.28 -0.15 -0.67
O 1.839 -3.253 -0.900 -1.11 5.30 2.93
C 1.625 -2.254 -0.342 1.41 -5.97 -3.27
C -0.777 1.490 0.149 -5.16 2.93 -3.31
O -1.678 1.945 -0.427 4.41 -2.05 2.92
C -1.103 -1.254 0.128 -4.96 -1.48 -2.80
O -2.082 -1.486 -0.435 4.01 0.79 2.42
C 2.101 1.799 -0.367 2.88 5.70 -3.49
O 2.541 2.718 -0.935 -2.43 -5.12 3.13
C 2.513 -0.211 5.253 1.01 -0.10 0.46
N 1.118 -0.068 4.842 -0.31 0.01 -0.65
C 0.005 0.062 5.658 -0.21 0.02 -1.40
C -1.242 0.185 5.059 0.39 -0.02 1.08
C -1.351 0.178 3.636 -0.65 0.05 -1.21
N -0.205 0.049 2.887 -0.02 -0.03 1.02
C 0.989 -0.075 3.529 -0.82 0.10 -0.14
O 2.051 -0.206 2.771 -0.72 0.09 0.29
N -2.518 0.293 2.955 0.30 -0.04 0.70
H 2.913 -1.142 4.805 -0.26 0.35 0.74
H 2.528 -0.199 6.347 0.40 -0.05 -0.34
H 3.099 0.604 4.783 -0.33 -0.26 0.75
H 0.303 0.045 6.709 -0.82 0.08 -0.09
H -2.149 0.287 5.672 0.55 -0.06 -0.27
H -3.412 0.395 3.442 0.51 -0.05 0.13
H -2.653 0.277 1.936 0.62 -0.03 0.90

=====

Entry 7:
23
Properties=species:S:1:pos:R:3:forces:R:3 method="wB97M-V/def2-TZVPD" max_force_ev_per_a=1.2 homo_lumo_gap_ev=7.62 relative_energy_kcal_mol=4.1 lumo_ev=-1.03 total_charge=0 molar_mass_g_mol=352.03 e_tot_ev=-42455.68463 homo_energy_ha=-0.3177
Sn 2.225 0.687 -1.091 0.29 0.11 0.04
S 4.646 0.091 -0.826 -0.20 -0.03 0.31
C 4.739 -0.281 0.878 -1.03 0.26 -0.42
C 6.022 -0.626 1.344 0.61 -0.21 0.30
N 7.076 -0.897 1.704 0.30 -0.08 0.09
C 3.686 -0.250 1.739 -0.24 0.31 -1.15
S 2.034 0.135 1.294 0.20 -0.03 -0.28
C 3.839 -0.553 3.103 0.14 -0.15 0.69
N 3.900 -0.783 4.226 0.06 -0.08 0.30
C -4.732 0.152 -0.895 -0.08 -0.01 0.03
C -3.240 0.159 -0.882 0.32 0.01 0.00
C -2.492 -1.012 -0.935 -0.04 0.11 -0.02
C -1.110 -0.939 -0.946 -0.10 -0.15 -0.01
N -0.450 0.209 -0.916 0.20 -0.08 0.23
C -1.154 1.330 -0.833 -0.06 0.23 -0.01
C -2.533 1.358 -0.813 -0.03 -0.15 -0.02
H -5.122 -0.861 -0.950 -0.06 -0.05 -0.01
H -5.109 0.719 -1.746 -0.03 -0.01 -0.02
H -5.117 0.623 0.009 -0.07 0.02 0.04
H -2.979 -1.974 -0.969 -0.06 -0.12 -0.02
H -0.499 -1.831 -0.976 -0.03 -0.14 -0.03
H -0.576 2.246 -0.774 -0.03 0.10 -0.05
H -3.056 2.299 -0.746 -0.04 0.13 0.00

=====

Entry 8:
45
Properties=species:S:1:pos:R:3:forces:R:3 method="wB97M-V/def2-TZVPD" max_force_ev_per_a=1.4 homo_lumo_gap_ev=8.05 relative_energy_kcal_mol=8.0 lumo_ev=2.53 total_charge=-1 molar_mass_g_mol=796.50 e_tot_ev=-249908.08842 homo_energy_ha=-0.2029
Cu -0.578 -0.510 -0.255 -1.09 -0.30 0.87
As -0.474 -3.960 1.654 0.63 -0.36 0.29
F -0.223 -2.332 0.996 0.01 0.39 -0.28
F -0.008 -4.605 0.120 0.00 -0.07 -0.26
F -0.614 -5.540 2.331 -0.04 -0.20 0.00
F -0.839 -3.250 3.179 -0.17 0.18 0.13
F -2.108 -3.954 1.178 -0.35 0.12 -0.09
F 1.223 -3.924 2.094 0.16 0.10 0.03
Br -3.209 -0.415 0.493 0.71 0.13 -0.35
C -1.731 1.032 -2.797 -0.12 0.57 -0.39
C -1.052 -0.162 -3.422 -0.43 0.23 0.40
C -1.636 -0.519 -4.789 0.26 -0.79 0.05
F -2.956 -0.778 -4.655 0.05 0.14 -0.09
F -1.472 0.490 -5.670 -0.05 0.28 0.04
F 0.276 0.057 -3.566 0.06 0.00 -0.14
F -1.196 -1.253 -2.624 0.10 -0.12 -0.15
O -1.193 1.236 -1.499 0.41 0.00 -0.44
C -1.353 2.475 -0.927 -0.12 -0.58 0.24
C -2.813 2.923 -0.837 -0.18 0.23 0.32
F -2.848 4.081 -0.133 -0.01 0.13 -0.08
F -3.314 3.182 -2.076 0.05 0.01 0.00
F -0.922 2.338 0.331 0.24 0.17 -0.01
F -0.574 3.374 -1.558 -0.10 0.20 -0.07
H -2.812 0.904 -2.752 0.04 -0.37 0.08
H -1.530 1.883 -3.456 0.10 0.04 0.17
H -1.124 -1.408 -5.171 -0.11 0.03 -0.02
H -3.398 2.156 -0.318 0.02 -0.09 -0.16
C 2.018 -0.590 1.940 -0.07 -0.08 -0.07
C 1.328 0.168 3.064 0.49 -0.63 -0.35
C 1.684 -0.401 4.440 -0.79 0.16 0.33
F 1.207 -1.648 4.561 0.26 -0.26 -0.23
F 3.035 -0.416 4.570 0.05 0.01 0.08
F 1.752 1.475 3.038 -0.19 0.03 0.13
F 0.001 0.144 2.906 -0.08 0.23 0.10
O 1.536 -0.057 0.685 0.12 -0.06 0.11
C 2.463 0.518 -0.134 0.07 -0.32 -0.25
C 2.893 1.922 0.297 -0.28 0.10 0.55
F 3.795 2.419 -0.574 0.05 -0.02 -0.01
F 1.828 2.746 0.340 -0.08 0.01 -0.30
F 3.597 -0.229 -0.179 0.07 -0.05 -0.06
F 1.933 0.514 -1.365 -0.02 0.25 0.04
H 1.804 -1.658 1.964 -0.32 0.05 0.07
H 3.097 -0.482 2.024 -0.02 0.19 0.00
H 1.213 0.180 5.239 0.34 0.28 -0.08
H 3.295 1.875 1.311 0.34 0.03 -0.15

=====

Entry 9:
23
Properties=species:S:1:pos:R:3:forces:R:3 method="wB97M-V/def2-TZVPD" max_force_ev_per_a=4.5 homo_lumo_gap_ev="7.05 / 5.85" lumo_ev="0.63 / -3.36" total_charge=0 molar_mass_g_mol=246.69 multiplicity=3 e_tot_ev=-40664.58936 homo_energy_ha="-0.2361 / -0.3388"
C 2.381 1.290 0.122 -1.88 -2.04 -0.88
C 2.308 2.535 0.566 0.43 2.02 1.98
C -0.105 2.505 0.487 1.92 -1.62 0.49
C 1.199 0.570 -0.137 -1.19 -0.59 -0.70
C -0.062 1.162 0.081 1.39 2.56 -0.08
C 1.086 3.170 0.815 0.04 -1.15 -1.02
C 0.977 -0.751 -0.693 -2.08 3.95 0.62
C -1.209 0.322 -0.265 -0.51 0.07 -1.75
C -0.574 -0.978 -0.758 0.83 -0.08 1.25
C -1.700 -3.501 -0.308 -1.06 -0.08 -1.58
O 1.724 -1.642 -1.014 2.48 -2.87 -1.10
O -1.551 -1.704 1.508 -0.11 -0.01 1.63
F -1.087 -1.422 -1.896 -0.12 -0.29 -1.48
S -0.640 -2.367 0.560 -1.59 0.04 -0.33
Cl 1.171 4.740 1.450 -0.43 0.83 0.39
H 3.282 0.837 -0.055 2.17 -1.03 -0.25
H 3.229 2.951 0.986 -0.32 0.39 -0.60
H -1.015 2.873 0.797 -1.97 1.23 0.25
H -1.720 0.084 0.629 -1.01 -0.26 0.91
H -1.943 0.786 -1.026 1.30 -0.90 1.03
H -1.818 -4.466 0.109 -0.15 -0.70 1.54
H -1.260 -3.803 -1.212 1.51 -0.12 -1.50
H -2.673 -3.191 -0.744 0.37 0.64 1.16